C22H30ClN3O4 | ωB97M-V/def2-TZVPD

Its energy above the lowest of the compared OMol25 structures with the same formula, charge and spin is 22.8 kcal per mole. The highest occupied orbital energy is -0.324 Eh. The SMILES is O=C(O)c1cc(CCc2ccc(Cl)cc2)c[nH]1.CNC(=O)[C@H](CC(C)C)NC(C)=O. As for the spin multiplicity: 1. For the max |F|, the calculation gives 2.03 eV/Å. The energy is -48485.489 eV. The value obtained for the lowest unoccupied orbital energy is 0.468 eV.

Atoms and positions in Å:
O -1.45610 6.86033 4.76458
C -1.32378 6.31842 3.67975
O -0.54403 6.81384 2.69511
C -2.05163 5.07291 3.44464
C -2.07536 4.32418 2.29359
C -2.93699 3.17633 2.53206
C -3.27152 2.09197 1.54454
C -2.01595 1.36803 1.03900
C -1.15687 0.80058 2.15061
C 0.22306 1.05683 2.17834
C 1.02338 0.53559 3.20206
C 0.45650 -0.24265 4.21446
Cl 1.44857 -0.88177 5.50089
C -0.91401 -0.50778 4.18939
C -1.71421 0.00016 3.16079
C -3.40021 3.26803 3.82058
N -2.86030 4.42375 4.37176
H -0.17133 7.62362 3.07258
H -1.54319 4.55372 1.37458
H -3.79379 2.53749 0.69239
H -3.95726 1.37401 2.00348
H -2.32896 0.55265 0.38255
H -1.42717 2.06586 0.43558
H 0.68055 1.66909 1.40748
H 2.08942 0.73864 3.22059
H -1.35218 -1.11767 4.97300
H -2.77395 -0.23254 3.15526
H -4.06385 2.56461 4.31507
H -3.02161 4.76429 5.32168
C 5.42540 -2.94223 -3.84699
N 4.10044 -2.33421 -3.74695
C 3.32881 -2.37861 -2.65277
O 3.67907 -2.96520 -1.63479
C 1.92623 -1.74153 -2.76331
C 0.99041 -2.08331 -1.57960
C -0.49325 -1.69221 -1.71960
C -1.23254 -2.08280 -0.43953
C -0.69243 -0.19461 -1.96218
N 1.28696 -1.97945 -4.07158
C 1.03141 -3.13241 -4.69585
C 1.24397 -4.47072 -4.01316
O 0.60930 -3.10597 -5.84004
H 5.39538 -3.96191 -3.45638
H 5.75054 -2.96844 -4.88786
H 6.14039 -2.36519 -3.25825
H 3.72012 -1.88521 -4.56581
H 2.10276 -0.66717 -2.70595
H 1.39503 -1.60613 -0.68551
H 1.03234 -3.15865 -1.40813
H -0.93958 -2.24272 -2.54805
H -1.14707 -3.15803 -0.28108
H -2.28779 -1.82611 -0.52728
H -0.80204 -1.56378 0.41798
H -0.21894 0.37612 -1.16320
H -1.75778 0.03339 -1.99342
H -0.25517 0.09079 -2.91744
H 1.03844 -1.16698 -4.61419
H 0.56534 -4.55970 -3.16864
H 1.02397 -5.26344 -4.72685
H 2.27306 -4.57604 -3.67992

How positive or negative is each atom? The Löwdin charges in e answer that: 0.0824 -0.4699 0.1179 -0.1906 0.0441 -0.2262 -0.1518 -0.1607 -0.2337 -0.0310 -0.0966 -0.6646 0.6462 -0.0975 -0.0313 -0.0372 0.0879 0.1271 0.1221 0.1177 0.1065 0.0929 0.1095 0.1114 0.1036 0.1032 0.1134 0.1264 0.1637 -0.0524 0.0165 -0.4786 0.0608 -0.1979 -0.1269 -0.4188 -0.0745 -0.0702 0.0947 -0.5487 0.0283 0.0362 0.0868 0.0850 0.0857 0.1348 0.1504 0.1267 0.1089 0.1289 0.0807 0.0776 0.0720 0.0735 0.0788 0.0650 0.1459 0.0800 0.0885 0.0775

***

C4H5NOS | ωB97M-V/def2-TZVPD

Its energy above the lowest of the compared OMol25 structures with the same formula, charge and spin is 87.7 kcal per mole. The highest occupied orbital energy is -0.360 Eh. As for the spin multiplicity: 1. For the max |F|, the calculation gives 3.05 eV/Å. The energy is -18598.117 eV. The value obtained for the lowest unoccupied orbital energy is -0.093 eV.

Atoms and positions in Å:
C -0.62603 1.10145 -1.16288
C 0.45982 -1.02183 1.18464
C 0.75941 0.67488 -0.65025
C 0.69588 -0.69016 -0.07205
N -1.80207 0.78307 -0.84431
O -1.00275 -1.50904 3.22329
S 0.34789 -1.35098 2.67831
H -0.63339 1.65546 -2.10051
H 1.30325 0.48794 -1.62329
H 1.40391 1.17542 0.09059
H -1.83772 0.18432 0.05955
H 0.93180 -1.49052 -0.78307

How positive or negative is each atom? The Löwdin charges in e answer that: -0.2572 -0.3917 -0.1652 -0.1780 0.0938 -0.5575 0.8983 0.0950 0.1249 0.1291 0.0857 0.1229

***

Which of these has the lowest highest occupied orbital energy?
C4H5NOS